(1)
The following is a quantum chemistry calculation of one molecule with the formula C2H4N2S2, from the OMol25 dataset.

The geometry in XYZ format:
```
10
Properties=species:S:1:pos:R:3:forces:R:3
C 0.122234 0.179842 -1.530019 0.1 1.1 2.5
C -0.842574 0.283266 1.990323 2.1 4.9 5.2
H 1.850866 -0.592100 -2.201397 -1.2 1.6 0.6
H -0.697267 1.011536 -1.519646 1.5 -1.6 -0.4
H 0.810746 -1.502850 -0.237663 -3.4 3.2 -0.3
H -1.658924 0.454333 2.839402 1.2 -1.1 -2.3
N 1.184957 0.246855 -2.220160 -0.8 -1.7 -0.4
N -0.080352 -0.696134 -0.347710 6.0 -2.7 -3.0
S -1.201278 -0.701883 0.762710 -3.1 -1.5 -0.3
S 0.511592 1.317134 2.464162 -2.4 -2.3 -1.5
```
Positions in Å, forces in eV/Å.

Computed properties:
**E_tot**: -984.38077 a.u.
**HOMO**: -8.6 eV
**HOMO-LUMO gap**: 8.1 eV
**Molar mass**: 120.2 g/mol
**SMILES**: [H]/N=C\NSC=S
**Energy above the lowest of the compared OMol25 structures with the same formula, charge and spin**: 84.2 kcal per mole

=====

(2)
The following is a quantum chemistry calculation of one molecule with the formula C6H2N2O3, from the OMol25 dataset.

The geometry in XYZ format:
```
13
Properties=species:S:1:pos:R:3:forces:R:3
O -1.310543 -1.751957 1.914921 -1.5 -2.2 2.1
O -2.773293 1.244706 -0.989899 -0.2 -0.3 0.8
N 1.062716 -0.943244 0.666786 -0.1 -0.7 0.8
N 0.414000 1.162750 -1.037717 0.2 -0.6 0.6
O -2.481755 -0.496289 0.474954 -1.0 0.9 -0.7
C -1.374280 -1.091000 0.951107 -1.0 -1.5 2.7
C -2.066868 0.544163 -0.340908 0.5 0.8 -2.1
C 2.058822 -0.231090 0.133288 -4.6 0.4 -1.0
C 1.692828 0.767936 -0.763116 -1.0 1.8 -1.0
C -0.223756 -0.609175 0.400420 5.4 2.8 -3.3
C -0.556234 0.462137 -0.398141 2.0 0.0 0.0
H 3.065539 -0.398496 0.266941 1.9 -0.9 0.9
H 2.492825 1.339560 -1.278637 -0.8 -0.3 0.3
```
Positions in Å, forces in eV/Å.

Computed properties:
**E_tot**: -565.04351 a.u.
**HOMO**: -10.4 eV
**HOMO-LUMO gap**: 9.3 eV
**Molar mass**: 150.1 g/mol
**SMILES**: O=C1OC(=O)c2nccnc21
**Energy above the lowest of the compared OMol25 structures with the same formula, charge and spin**: 10.6 kcal per mole

=====

(3)
The following is a quantum chemistry calculation of C22H60As2F18N6O9S2Ti2 as an isolated structure, from the OMol25 dataset.

The geometry in XYZ format:
```
121
Properties=species:S:1:pos:R:3:forces:R:3
Ti -0.453188 -0.427842 -2.591315 0.2 -0.4 0.3
Ti 2.413472 1.172188 -2.282995 -0.6 -0.3 0.0
C 2.770842 -2.112372 -0.274325 0.7 0.8 1.2
F 3.543522 -1.235212 0.411205 -0.6 -0.6 -0.1
F 3.237822 -2.068462 -1.523755 -0.4 -0.6 0.1
F 2.931092 -3.342492 0.275235 -0.4 1.4 -1.0
S 0.927602 -1.590292 -0.160355 1.5 -2.5 -0.4
O 0.370732 -2.471922 -1.160065 -0.5 1.5 -0.7
O 0.560162 -1.830962 1.199405 0.3 0.4 -0.8
N 0.886112 0.096058 -0.746775 0.8 -4.5 -2.6
S 0.524562 0.740768 0.600675 -0.4 5.4 5.4
O -0.817298 0.390698 1.016985 0.9 0.5 -0.9
O 1.645442 0.760438 1.521535 -1.4 -0.3 -1.2
C 0.429632 2.613688 0.043715 0.1 -2.4 -0.8
F -0.502558 2.670608 -0.925765 0.2 0.0 -1.5
F 0.007522 3.336828 0.955385 -1.8 1.8 4.1
F 1.583182 3.192408 -0.301985 1.0 -0.9 -1.6
C -5.685738 -2.390692 1.007505 0.7 1.3 0.2
C -4.305948 -2.051752 1.660195 0.6 0.7 0.4
C -3.072238 -2.878632 1.123505 -0.8 1.0 -0.7
O -2.678128 -2.431102 -0.204535 -0.7 -1.2 0.8
C -2.897358 -3.455612 -1.229305 0.7 1.1 0.5
N -3.870538 -0.525872 1.513125 -0.4 -1.0 -2.1
H -4.403688 0.226828 1.924585 -0.4 -0.2 0.9
H -2.884698 -0.385942 1.682315 0.7 0.1 0.9
H -3.912548 -0.336292 0.521965 -0.1 0.0 -0.7
H -5.657128 -2.289402 -0.077405 0.2 -0.3 -0.1
H -6.439068 -1.669702 1.324925 0.0 0.1 0.2
H -6.104248 -3.356442 1.290835 0.6 -0.1 0.1
H -4.347738 -2.020972 2.748965 -0.1 -1.1 0.1
H -3.416568 -3.912242 1.089015 0.2 -0.1 0.1
H -2.173438 -2.778152 1.731925 -0.3 0.0 0.3
H -3.969928 -3.600522 -1.358565 0.2 0.1 -0.6
H -2.425048 -4.419732 -1.040875 0.1 0.0 0.6
H -2.299278 -3.026442 -2.033175 -0.8 -0.3 -0.7
C -1.383988 6.316358 3.211485 -0.7 2.2 0.3
C -2.890528 6.130828 3.065735 -0.6 0.1 -1.1
C -3.402588 6.003698 1.595855 0.7 3.3 1.1
O -2.864678 4.885978 1.092545 0.3 -4.8 -1.5
C -3.529688 4.165318 0.044575 -0.3 0.6 -0.8
N -3.281638 4.924068 3.769415 0.1 -1.7 -0.2
H -4.272128 4.727348 3.787535 -0.6 0.3 0.3
H -2.883988 4.155268 3.248925 0.6 -0.9 0.2
H -2.902408 4.924758 4.705515 0.1 -0.4 0.6
H -1.249678 7.322918 2.815385 0.2 0.3 0.1
H -0.608258 5.754528 2.691205 -0.7 -0.9 0.3
H -1.234468 6.453238 4.282475 0.7 -0.4 0.0
H -3.493578 6.838948 3.634065 0.6 1.1 -0.5
H -2.879418 6.771668 1.026125 -0.5 1.1 0.3
H -4.471718 6.201218 1.518075 -0.3 -0.6 -0.1
H -4.618898 4.178528 0.084045 -0.1 -0.1 0.7
H -3.174038 3.147908 -0.118155 0.2 -0.1 1.1
H -3.358018 4.556858 -0.958085 0.4 0.9 0.0
C 0.614922 -7.670962 2.174305 0.9 0.3 1.5
C 0.063062 -6.809772 3.354925 -1.0 0.7 -1.1
C 0.091262 -5.259282 3.197065 -0.2 0.4 0.6
O -0.426758 -4.610972 4.372985 0.2 -0.8 -1.2
C -0.552458 -3.195252 4.132625 -0.3 -0.4 0.3
N -1.390988 -7.225042 3.587315 0.4 -0.5 -0.5
H -1.995938 -7.299012 2.781915 -0.2 1.3 -0.9
H -1.442138 -8.215712 3.777195 0.4 -0.6 1.4
H -1.781288 -6.638172 4.310745 -0.5 0.1 0.5
H 0.022442 -8.021182 1.329075 -0.7 0.7 0.2
H 0.962542 -8.577932 2.668955 0.3 -0.1 -0.3
H 1.475602 -7.129442 1.781765 0.1 -0.3 -0.1
H 0.496062 -7.063202 4.322595 0.5 0.0 -0.3
H -0.430768 -4.909002 2.306625 -0.7 -0.4 -0.3
H 1.067072 -4.806952 3.020155 0.7 -0.8 0.1
H -0.401328 -2.705982 5.094855 -0.1 0.2 -0.3
H -1.544328 -2.995722 3.727045 -0.2 0.1 0.3
H 0.138872 -2.845142 3.366095 0.4 0.0 0.3
C -2.543548 4.993008 -3.559655 -0.4 1.0 -0.5
C -1.472248 6.020108 -3.326585 0.8 1.0 0.7
C -1.038028 6.222568 -1.839105 0.7 0.2 -1.0
O 0.236042 6.902558 -1.722125 -0.8 -1.8 0.7
C 0.743922 6.709638 -0.372425 0.2 1.5 0.4
N -0.270658 5.589398 -4.155285 0.2 -0.7 0.3
H 0.539552 6.175798 -4.014605 0.3 0.8 0.0
H 0.054052 4.653048 -3.960535 0.0 -0.6 0.8
H -0.505688 5.481688 -5.131635 -0.2 0.8 -0.7
H -2.335808 4.032608 -3.087865 -0.1 0.0 -0.3
H -2.640018 4.994398 -4.645375 -0.1 -0.9 -0.1
H -3.519378 5.388688 -3.278085 0.1 -0.1 0.5
H -1.730588 6.966728 -3.801215 -0.2 0.1 0.2
H -1.007338 5.206978 -1.444475 0.3 -0.1 0.5
H -1.784868 6.793658 -1.287565 -0.3 -0.1 -0.2
H 0.967102 5.709988 0.000385 0.0 -0.4 -0.9
H 0.084102 7.125288 0.389135 -0.7 0.1 -0.3
H 1.615192 7.354718 -0.259065 0.2 -0.3 -0.4
C 6.723612 -3.838722 -5.458575 0.7 -0.8 1.1
C 6.353212 -2.910462 -4.277405 0.0 0.5 -0.4
C 6.918222 -3.361622 -2.871045 -1.0 0.9 -2.1
O 6.222132 -2.626462 -1.904865 1.2 -0.1 2.1
C 6.659432 -2.828802 -0.471495 -0.6 0.8 -0.4
N 6.948332 -1.448102 -4.562345 0.0 -1.9 1.1
H 6.745082 -0.979682 -5.433765 -0.3 -0.4 -0.9
H 6.744182 -0.766332 -3.845685 -0.2 0.2 0.5
H 7.932132 -1.670712 -4.510565 0.8 0.7 -0.4
H 6.356482 -4.849422 -5.280255 -0.8 0.1 0.2
H 7.783352 -4.091642 -5.425385 0.4 0.6 -0.2
H 6.444442 -3.591392 -6.482775 -0.2 0.6 0.3
H 5.282712 -2.786432 -4.113925 -0.1 0.1 -0.5
H 8.004112 -3.388542 -2.780355 0.2 0.0 0.5
H 6.517662 -4.356102 -2.674425 0.0 -0.9 -0.1
H 7.718392 -2.601012 -0.349785 0.2 -0.2 -0.4
H 6.447902 -3.870942 -0.232105 0.1 -0.3 -0.1
H 6.066272 -2.163332 0.155735 -0.2 0.0 -0.4
As 1.447852 -2.172072 -4.756145 0.1 -3.7 -5.3
F 1.079332 -0.880972 -5.909205 0.1 -0.9 1.4
F 3.075062 -2.322632 -5.449495 -0.6 0.5 1.0
F 1.826882 -3.505862 -3.655165 -0.4 1.8 -0.3
F -0.214398 -2.033252 -4.057685 0.5 0.5 0.3
F 0.877102 -3.397802 -5.968355 0.5 2.0 2.1
F 1.968122 -0.916982 -3.655125 0.4 0.4 1.0
As -1.320198 1.571468 4.704015 1.2 -1.1 3.0
F -0.762978 3.226028 4.415115 -0.1 -0.7 0.1
F -2.876748 2.293868 5.257235 1.0 -0.5 -0.9
F -1.992718 -0.079942 4.918245 0.3 1.3 -0.6
F 0.256052 0.849098 4.202575 -1.8 0.9 0.0
F -0.732208 1.524848 6.394345 -0.8 0.4 -2.1
F -1.872148 1.580898 3.039965 -0.5 0.0 0.0
```
Positions in Å, forces in eV/Å.

Computed properties:
**Net charge**: +5
**E_tot**: -10642.27499 a.u.
**HOMO (alpha / beta)**: -17.3 / -19.3 eV
**HOMO-LUMO gap (alpha / beta)**: 6.0 / 2.2 eV
**Molar mass**: 1204.4 g/mol
**2S+1**: 8
**Expectation value of S²**: 15.757

=====

(4)
The following is a quantum chemistry calculation of C6H11N as an isolated structure, from the OMol25 dataset.

The geometry in XYZ format:
```
18
Properties=species:S:1:pos:R:3:forces:R:3
C -1.464499 -0.952840 -0.126101 0.5 1.2 0.2
C -2.722526 -0.310170 0.045324 -0.7 0.5 0.8
N -2.803246 0.984326 0.711513 0.3 -0.2 0.5
C -0.380059 -0.152990 -0.456134 0.4 0.9 1.1
C 0.966991 -0.457442 -0.517412 -1.0 -1.6 -3.0
C 2.442814 0.664136 0.306666 1.1 1.3 0.7
C 3.669703 0.099114 0.079858 -0.8 1.5 0.9
H -1.291501 -1.984342 0.069033 -0.2 -0.8 -0.1
H -3.548078 -0.970046 0.333831 -0.1 0.1 -0.5
H -2.939400 0.376449 -0.835611 -0.1 -0.9 -0.4
H -1.953017 1.087105 1.281379 0.0 0.1 -0.2
H -0.605518 0.911632 -0.591743 -0.2 -0.2 -0.4
H 1.358003 -0.112266 -1.467297 0.4 0.6 0.3
H 1.245109 -1.505482 -0.478312 0.1 -0.1 0.9
H 2.003492 0.749421 1.295598 -0.2 -1.0 0.0
H 2.237827 1.600242 -0.206025 -0.1 -0.2 -0.4
H 4.326293 0.663105 -0.573380 0.1 -0.8 -0.4
H 4.053023 -0.593289 0.799477 0.4 -0.5 0.0
```
Positions in Å, forces in eV/Å.

Computed properties:
**E_tot**: -289.66161 a.u.
**HOMO**: -6.6 eV
**HOMO-LUMO gap**: 4.7 eV
**Molar mass**: 97.2 g/mol
**Energy above the lowest of the compared OMol25 structures with the same formula, charge and spin**: 194.6 kcal per mole

=====

(5)
The following is a quantum chemistry calculation of a 2-piece molecular cluster, C4H4N2O overall, from the OMol25 dataset.

The geometry in XYZ format:
```
11
Properties=species:S:1:pos:R:3:forces:R:3
C 1.938954 1.019656 -0.156142 1.8 1.2 -1.2
C 2.501273 -1.604025 0.265296 1.7 1.5 1.6
C -1.627082 0.751187 -0.130894 -2.8 -1.7 -3.8
C 0.668061 0.744003 0.384115 2.6 0.2 1.6
N 3.029497 1.273088 -0.522281 -2.2 -0.6 0.8
N 1.755568 -2.413148 0.023976 -1.7 -1.9 -1.0
O -0.359094 0.789805 -0.355652 -0.2 0.2 -0.8
H -2.077601 0.436566 -1.174607 0.4 1.2 2.3
H -2.202831 0.344013 0.693430 1.0 0.2 0.8
H 3.105269 -0.857630 0.744431 0.2 -0.2 -0.5
H 0.687845 0.526818 1.435717 -0.7 -0.1 0.3
```
Positions in Å, forces in eV/Å.

Computed properties:
**E_tot**: -339.37801 a.u.
**HOMO (alpha / beta)**: -8.9 / -8.7 eV
**HOMO-LUMO gap (alpha / beta)**: 8.0 / 8.3 eV
**Molar mass**: 96.1 g/mol
**Energy above the lowest of the compared OMol25 structures with the same formula, charge and spin**: 127.8 kcal per mole

=====

(6)
The following is a quantum chemistry calculation of C9H25IP2Zn as an isolated structure, from the OMol25 dataset.

The geometry in XYZ format:
```
38
Properties=species:S:1:pos:R:3:forces:R:3
C 0.428421 -1.000295 -4.041964 1.2 0.1 -2.4
C 0.543130 0.765890 -4.318882 1.7 -1.1 -2.2
H 1.373686 -1.394932 -3.637358 -0.5 0.3 -0.1
H 0.343478 -1.285446 -5.085628 0.1 -0.1 0.0
H -0.461289 -1.519138 -3.586777 0.4 0.3 0.0
H 1.041854 1.396091 -3.560824 -0.4 -0.2 -0.2
H 1.276241 0.710649 -5.128899 -0.1 0.0 0.1
H -0.363944 1.216228 -4.748134 0.3 -0.2 0.4
Zn -0.362577 0.148105 -2.682730 -3.0 0.1 5.0
C -1.314253 1.726860 -2.012159 0.1 0.2 -0.6
H -0.605010 2.494080 -1.705480 0.0 0.2 0.1
H -2.011641 1.530963 -1.205849 0.0 -0.1 -0.1
H -1.855194 2.089919 -2.888167 -0.2 0.3 0.0
I -0.926259 -1.772921 -0.846952 -2.8 0.0 -4.6
C 2.120950 -0.959762 1.215814 0.7 -0.2 1.0
P 0.582919 -1.900249 1.261844 1.4 0.3 1.3
C 1.046454 -3.608113 1.606564 0.4 -0.2 0.9
C -0.402919 -1.348616 2.685261 0.4 -0.2 1.0
C -1.156315 -0.014569 2.539648 0.0 0.2 0.0
P -0.610663 1.113286 1.163568 0.2 -0.1 0.3
C -1.990715 2.317542 1.332084 0.1 0.1 0.0
C 0.675598 2.092132 2.048827 -0.1 0.1 0.0
H 2.906974 -1.656992 0.896663 0.0 0.3 0.1
H 2.359833 -0.595184 2.223788 0.4 0.2 -0.2
H 2.073434 -0.126016 0.506032 -0.1 -0.1 0.1
H 0.866496 -3.823471 2.670828 0.2 -0.3 -0.2
H 0.457024 -4.293675 0.984138 0.1 0.1 0.1
H 2.115808 -3.734783 1.383174 -0.3 -0.1 0.1
H -1.129537 -2.155061 2.872456 0.3 0.2 0.0
H 0.295804 -1.327233 3.536415 -0.4 0.1 0.2
H -2.221545 -0.213537 2.348418 0.3 0.1 0.0
H -1.085339 0.569806 3.469026 -0.2 -0.2 -0.1
H -1.961492 2.769600 2.332023 -0.2 0.0 -0.2
H -1.878581 3.092498 0.564743 -0.1 -0.1 0.2
H -2.947176 1.800400 1.184363 0.2 0.2 0.0
H 1.569951 1.490031 2.242588 -0.2 0.2 0.0
H 0.257795 2.475589 2.987461 0.3 0.1 0.0
H 0.948611 2.930335 1.394080 0.0 -0.1 0.2
```
Positions in Å, forces in eV/Å.

Computed properties:
**E_tot**: -3117.42189 a.u.
**HOMO**: -4.3 eV
**HOMO-LUMO gap**: 4.2 eV
**Molar mass**: 387.5 g/mol

=====

The highest E_tot belongs to which entry? C6H11N